Here is a structure of composition C30H56FO22S6Zn from the Open Molecules 2025 dataset. Energies are from ωB97M-V/def2-TZVPD.

The geometry in XYZ format:
```
116
C30H56FO22S6Zn (ωB97M-V/def2-TZVPD)
Zn 0.136 -0.032 0.120
S -1.928 0.800 -2.571
S -1.619 -1.962 2.372
S -4.202 0.255 1.141
S 3.118 -0.068 2.206
S -0.493 2.976 1.793
S 2.040 2.585 -1.138
F 0.361 -1.847 -0.737
O 0.847 3.774 -1.140
O -5.208 1.077 0.250
O 2.792 -0.382 3.855
O -3.426 -0.575 0.228
O 0.528 -1.372 -6.003
O -1.104 2.663 3.280
O 4.990 -0.196 -3.232
O 1.881 -0.160 1.397
O -3.476 1.199 1.988
O 0.731 3.739 1.951
O 2.409 -4.397 -0.215
O -0.866 0.702 -1.512
O 3.651 -4.816 -5.469
O -0.513 1.739 1.028
O -2.647 -1.706 3.426
O 3.937 1.098 2.182
O -3.270 1.141 -2.206
O 2.448 2.409 -2.540
O -1.777 -0.676 -3.291
O -1.031 -0.868 1.562
O -0.386 -2.710 3.183
O 1.505 1.420 -0.443
C 4.001 -3.989 -1.899
C 2.020 -4.519 -3.798
C -7.213 1.786 1.084
C 4.292 -4.180 -3.181
C -2.284 -1.746 -2.575
C 2.784 -0.908 -3.295
C 1.119 5.004 -1.803
C 3.308 3.453 -0.094
C 2.068 0.595 4.480
C 1.686 -4.333 -2.498
C -1.910 -3.145 -3.108
C 4.087 -1.533 1.718
C -5.872 2.187 0.743
C 1.669 -1.354 -3.993
C -5.365 -0.852 2.185
C -2.081 -3.427 1.265
C 1.656 -3.978 3.680
C -1.733 4.165 1.223
C 0.677 -3.529 2.552
C 2.650 -4.221 -1.368
C -0.847 3.458 4.412
C 0.019 5.446 -2.791
C 3.364 -4.658 -4.271
C -1.398 1.967 -3.955
C 1.931 0.076 5.937
C 2.897 -1.136 -6.055
C 3.949 -0.647 -5.383
C 4.002 -0.506 -3.929
C -1.918 3.127 5.455
C 1.583 -1.271 -5.403
H -2.938 3.352 5.144
H -1.414 5.105 1.674
H 4.591 -1.264 0.790
H -2.169 -3.912 -2.378
H -2.050 -4.350 1.844
H 4.719 -3.625 -1.179
H -7.917 2.616 1.146
H -1.552 4.121 0.149
H -2.220 1.873 -4.665
H -7.672 1.104 0.368
H -4.786 -1.651 2.648
H 0.651 -4.230 -2.208
H -3.370 -1.718 -2.670
H 0.862 -1.761 -3.402
H -0.874 -3.236 -3.432
H 1.119 0.790 3.980
H 1.660 0.856 6.648
H 2.298 -4.811 3.394
H 1.264 5.760 -1.032
H -0.960 4.531 4.256
H -5.283 2.670 1.522
H -7.263 1.277 2.047
H 1.306 -4.085 4.707
H 4.769 -1.705 2.550
H 0.124 -4.295 2.008
H 3.448 -2.396 1.529
H 2.292 -3.094 3.719
H 1.192 -0.725 5.928
H -5.859 2.875 -0.103
H -6.137 -1.230 1.515
H 3.818 4.078 -0.826
H -2.683 3.758 1.571
H -1.328 2.953 -3.495
H 1.217 -2.903 1.841
H 1.234 -4.718 -4.511
H 2.947 -0.999 -2.231
H -1.801 2.073 5.708
H 2.866 -0.428 6.183
H 4.871 -0.610 -5.944
H -5.943 -0.209 2.849
H 4.016 2.688 0.226
H -1.860 -1.813 -1.573
H -0.977 5.299 -2.373
H -1.677 3.599 6.408
H 2.702 4.012 0.619
H -3.039 -3.263 0.771
H 2.603 1.545 4.491
H 2.053 4.878 -2.352
H 0.135 3.164 4.783
H -0.442 1.694 -4.401
H -1.338 -3.420 0.467
H 0.165 4.902 -3.724
H -2.468 -3.366 -4.018
H 3.124 -1.459 -7.060
H 5.236 -3.923 -3.638
H 0.164 6.490 -3.071
```

gap between HOMO and LUMO = 8.4 eV
total charge = +1
electronic energy = -193197.878 eV